Density functional theory data (ωB97M-V/def2-TZVPD) for a cluster of 9 separate species, C81H171N9O9 in total.

Calculated values
LUMO level   0.4 eV
HOMO-LUMO gap   8.38 eV
E   -4358.340542 hartree
Energy relative to the best compared isomer or geometry (same formula, charge and spin)   3.9517 eV
Strongest force on any atom   3.09 eV Å⁻¹
Structure (SMILES)   CC1(C)CCCC(C)(C)N1O.CC1(C)CCCC(C)(C)N1O.CC1(C)CCCC(C)(C)N1O.CC1(C)CCCC(C)(C)N1O.CC1(C)CCCC(C)(C)N1O.CC1(C)CCCC(C)(C)N1O.CC1(C)CCCC(C)(C)N1O.CC1(C)CCCC(C)(C)N1O.CC1(C)CCCC(C)(C)N1O

```
! wB97M-V def2-TZVPD RIJCOSX def2/J DEFGRID3
* xyz 0 1
O -7.867 -1.619 -2.723
O -6.918 -0.060 -0.481
O -4.237 1.278 -6.527
O 2.560 4.828 1.724
O 2.402 3.105 7.553
O 1.358 -5.532 -0.454
O -1.517 -1.074 1.212
O -1.307 -5.910 1.104
O 8.221 2.253 -2.539
N -2.910 1.828 -6.900
N -1.863 -6.009 2.441
N 7.032 2.350 -1.710
N -7.004 -2.024 -3.740
N 4.001 4.871 1.886
N 3.152 2.028 6.993
N 2.348 -4.677 -1.025
N -6.720 0.406 0.935
N -0.325 -1.075 0.455
C 3.359 -4.252 -0.018
C -3.175 -5.460 2.553
C 3.497 -3.757 -2.895
C 3.171 -0.277 6.134
C -6.306 2.356 3.043
C 1.698 0.173 -0.048
C -2.090 -0.413 -7.743
C 4.479 6.333 2.060
C -0.447 -3.980 3.129
C 4.165 1.662 9.280
C -0.603 -1.424 -0.946
C 2.601 -4.853 -2.436
C 4.452 1.943 7.786
C 0.417 0.198 0.824
C -7.506 -0.121 -5.413
C 4.099 2.412 -1.487
C -4.894 2.116 0.240
C 4.003 2.467 2.241
C -5.246 -0.197 -3.281
C 0.905 -0.012 2.305
C 6.193 1.015 -1.983
C 7.278 4.707 -1.250
C -3.665 -5.662 3.981
C 5.960 6.371 2.130
C -7.538 -1.670 -5.112
C -4.471 -0.331 0.962
C 3.986 7.091 3.332
C 4.488 3.822 2.812
C 6.663 5.277 3.007
C 5.267 0.821 7.168
C -2.653 -5.171 5.126
C -2.824 3.164 -6.268
C 5.805 0.722 -3.452
C -1.433 3.718 -6.694
C 3.247 -6.209 -2.769
C -4.742 -2.327 -4.515
C 3.989 7.018 0.799
C 4.664 -3.545 -2.056
C 5.140 3.301 7.587
C 0.496 -6.248 3.053
C 1.547 0.276 8.000
C 6.051 3.955 -3.385
C 4.109 -5.475 0.495
C -3.971 4.111 -6.788
C 1.204 1.234 5.727
C -1.271 -5.719 4.792
C 0.715 -1.255 -1.708
C -0.936 -2.958 -1.001
C -8.028 2.551 0.428
C -0.565 1.427 -7.150
C 4.886 1.153 -1.180
C 1.413 0.084 -1.529
C -0.798 -5.508 3.380
C -6.616 -2.317 -6.169
C -5.374 0.874 1.125
C 4.481 -0.492 6.977
C -1.887 0.788 -6.770
C -1.748 0.283 -5.329
C -5.250 1.384 2.601
C -8.966 -2.222 -5.258
C -2.870 3.209 -4.738
C 2.289 0.813 6.749
C 7.064 -0.069 -1.379
C 6.380 3.665 -1.907
C 2.620 -3.606 1.175
C -7.638 1.719 2.743
C 4.041 3.869 4.286
C -9.179 0.418 1.273
C -4.095 -6.242 1.565
C 4.196 -3.121 -0.636
C 1.233 -4.703 -3.112
C -7.870 1.242 1.308
C -0.420 1.455 0.709
C 5.016 3.637 -1.179
C -1.778 -0.629 -1.664
C -3.250 -3.981 2.210
C -5.236 -2.389 -2.112
C -0.211 2.785 -6.431
C -5.605 -1.707 -3.437
C -5.151 -2.009 -5.972
C 6.059 3.869 2.695
H 0.492 -5.125 -0.565
H 6.430 3.567 1.651
H 2.230 4.990 2.611
H 4.631 1.681 2.617
H -4.879 -1.173 1.478
H -3.682 -2.025 -4.419
H -2.673 -4.086 5.168
H 4.978 -2.954 0.105
H 6.393 5.568 4.030
H 0.784 -0.467 7.623
H 5.832 4.994 -3.718
H -7.812 0.813 3.320
H 3.353 -0.055 5.105
H -1.074 0.869 -4.691
H -1.186 -6.773 4.892
H -1.949 -0.134 -8.801
H -0.103 2.134 1.495
H -8.032 2.257 -0.615
H 2.966 2.241 2.615
H 0.387 -7.342 3.127
H 5.979 -0.321 -3.767
H 4.648 4.063 8.112
H 0.744 0.953 -1.805
H 6.258 7.313 2.608
H -8.042 -0.670 -2.835
H -3.522 -0.040 1.447
H -1.315 -0.728 -5.392
H -9.565 0.174 0.303
H 0.347 1.678 6.209
H 3.785 2.522 -2.540
H -7.901 0.404 -4.522
H -3.839 2.127 -0.036
H -1.086 -3.359 -1.989
H 6.510 -1.016 -1.325
H -3.787 -5.995 0.560
H 2.597 -7.069 -2.900
H 0.597 -3.828 3.321
H -4.646 -5.226 4.186
H 1.390 -2.058 -1.372
H 4.858 -5.650 -0.282
H -4.286 -0.609 -0.037
H 1.104 1.087 8.631
H -8.133 0.086 -6.259
H -1.468 1.244 0.846
H -4.908 -0.964 -6.193
H -0.289 1.918 -0.304
H 7.947 -0.245 -1.971
H -1.103 -6.821 0.833
H 4.475 4.480 -1.556
H -4.150 -2.323 -2.000
H -2.996 -1.002 -7.609
H -5.601 -1.972 -1.197
H -6.509 0.219 -5.498
H -4.992 2.990 0.882
H 0.957 -3.644 -3.029
H -5.100 0.246 -4.268
H -1.904 -0.938 -2.677
H 5.269 -2.722 -2.454
H 6.103 0.569 7.803
H -9.093 -0.509 1.812
H 6.488 3.124 3.426
H 1.664 -0.789 2.460
H 2.318 0.141 -2.102
H -9.222 -2.030 -6.294
H 5.208 -4.473 -2.119
H 5.370 3.493 6.552
H -4.665 1.453 -7.364
H -0.543 -5.242 5.424
H -4.582 -2.651 -6.663
H 5.117 -1.225 6.490
H -5.554 -3.416 -2.186
H 2.937 4.054 4.316
H -1.515 3.950 -7.754
H -7.194 -0.986 -0.330
H 3.154 2.546 -1.006
H 1.362 0.940 2.517
H -1.278 -1.093 -7.503
H -8.462 2.390 3.008
H 1.340 -4.920 -4.177
H 1.341 -5.867 3.677
H -0.203 2.546 -5.334
H 2.828 -2.923 -2.812
H -9.055 -3.284 -5.007
H 4.772 0.991 -3.701
H 6.980 3.665 -3.951
H 4.338 8.056 0.805
H -4.242 1.745 2.688
H -3.065 4.197 -4.352
H 4.175 -0.860 7.951
H -4.380 -0.156 -2.580
H -8.928 3.104 0.682
H 0.743 3.197 -6.751
H 7.374 0.238 -0.350
H 2.090 -2.751 0.773
H 3.835 -3.893 -3.938
H 0.795 0.410 5.127
H 4.049 8.135 3.053
H -4.823 -3.399 -4.316
H 2.396 -0.580 0.332
H -0.077 -3.489 -0.623
H -6.948 -1.874 -7.111
H -1.402 -1.786 1.861
H -1.919 2.793 -4.325
H -6.143 2.650 4.098
H -5.099 -5.864 1.721
H -2.743 -0.781 -1.199
H 3.960 -6.535 -1.994
H -3.899 -6.757 4.112
H 2.729 -1.243 6.126
H 4.523 -5.441 1.467
H 2.288 -0.321 8.533
H 4.430 4.725 4.854
H 4.576 6.901 4.222
H -4.951 3.782 -6.390
H -0.420 1.522 -8.247
H -6.288 3.301 2.488
H 2.023 3.485 6.722
H 0.231 0.718 -6.866
H 4.326 6.521 -0.139
H -7.156 3.216 0.525
H -3.783 5.175 -6.547
H 3.780 -6.208 -3.746
H -2.787 -3.309 2.941
H 6.500 1.325 -4.034
H 2.925 6.846 3.476
H -9.619 -1.588 -4.661
H -4.072 4.031 -7.885
H -1.239 4.629 -6.078
H 7.591 4.412 -0.226
H -9.888 1.083 1.764
H -1.043 -3.300 3.694
H 4.258 2.943 4.872
H 1.873 -4.208 1.712
H 5.259 3.322 -3.737
H 5.172 1.256 -0.128
H 6.320 6.514 1.103
H -2.732 0.221 -4.854
H 4.945 2.062 9.902
H 4.017 2.279 1.158
H 5.187 3.851 -0.135
H -5.402 0.499 3.196
H 0.564 -1.479 -2.772
H 7.727 5.271 2.853
H 0.139 -0.113 3.087
H 0.845 -6.012 2.054
H 8.179 4.995 -1.812
H -4.302 -3.688 2.133
H -0.525 -3.731 2.085
H 4.385 0.196 -1.239
H -5.506 2.226 -0.645
H -6.126 0.249 -2.854
H 3.256 2.203 9.563
H -2.728 -3.773 1.257
H 6.044 3.156 8.191
H 2.897 7.146 0.706
H 2.232 1.066 0.251
H 6.594 5.567 -1.117
H 1.706 1.927 4.962
H 3.404 -3.319 1.906
H -4.056 -7.355 1.724
H 3.550 -6.361 0.366
H -3.704 2.565 -4.438
H -6.795 -3.394 -6.324
H 0.420 -5.303 -2.659
H 5.684 1.141 6.200
H -1.659 0.435 -1.707
H 3.533 -2.277 -0.764
H 4.072 0.536 9.364
H -3.121 -5.516 6.059
H -1.769 -3.244 -0.368
H 8.954 2.190 -1.939
*
```